Entry 1:
Entry from the Open Molecules 2025 dataset: a molecular structure, C10H17NO6 at a distorted geometry (wB97M-V/def2-TZVPD).

```
34
Properties=species:S:1:pos:R:3:forces:R:3:nbo_charge:R:1
N -3.5387 -2.4280 -3.5930 -0.4 0.0 -0.4 0.685
O -4.3776 -1.5770 -3.7597 2.4 -2.5 0.5 -0.212
O -3.5061 -3.6151 -3.3764 0.0 3.5 -0.7 -0.214
O -1.8571 -1.7188 -3.6781 -2.0 -1.5 -3.8 -0.196
C -0.9684 1.5617 3.5904 -0.2 0.1 0.3 -0.657
C -0.3714 1.7025 2.2201 0.3 0.5 -1.0 0.050
C -0.1865 2.9067 1.6527 -0.1 -0.6 0.4 -0.425
C 0.0606 0.4395 1.4467 0.1 0.4 0.5 -0.257
C 1.5909 0.4141 1.2927 0.0 -0.1 0.4 -0.392
C 2.0617 -0.8249 0.5455 -0.3 0.1 -0.4 -0.407
C 1.3717 -0.9473 -0.8281 0.0 -0.2 0.2 0.248
C -0.1818 -0.8693 -0.7149 0.4 -0.2 0.5 0.057
C -0.6283 0.3468 0.0842 -0.6 0.1 0.0 -0.425
O -0.5703 -0.7829 -2.0828 -1.0 -0.3 -1.5 -0.296
O -1.8197 -1.5495 -2.3822 0.8 0.8 5.8 -0.082
C 1.8099 0.1784 -1.7758 0.3 -0.1 -0.1 -0.653
O 1.7398 -2.2370 -1.3271 -0.3 0.4 -0.3 -0.721
H -1.0551 0.5142 3.8970 0.0 0.2 0.0 0.212
H -0.3665 2.0956 4.3384 -0.1 -0.2 -0.1 0.226
H -1.9656 2.0204 3.6245 0.1 -0.2 0.0 0.227
H 0.2666 2.9924 0.6659 -0.1 0.1 0.2 0.192
H -0.4679 3.8267 2.1670 0.1 -0.2 -0.2 0.201
H -0.2342 -0.4412 2.0386 0.1 0.1 -0.1 0.200
H 1.9358 1.3292 0.7878 -0.2 -0.2 0.2 0.204
H 2.0428 0.4145 2.2937 0.0 0.1 -0.2 0.216
H 3.1472 -0.7585 0.3860 -0.2 -0.2 0.0 0.221
H 1.8502 -1.7291 1.1362 0.1 0.2 -0.2 0.214
H -0.5918 -1.7820 -0.2536 0.3 0.1 -0.3 0.208
H -1.7103 0.2585 0.2498 0.1 0.2 -0.1 0.220
H -0.4511 1.2764 -0.4719 -0.1 -0.3 0.0 0.216
H 1.5891 1.1622 -1.3421 0.1 -0.2 -0.2 0.209
H 2.8871 0.1026 -1.9658 -0.2 0.0 0.1 0.222
H 1.2616 0.0934 -2.7221 0.4 0.1 0.2 0.236
H 1.2334 -2.3753 -2.1436 0.2 0.0 0.2 0.474
```
Forces are in eV/Å.

Results
highest occupied orbital energy (spin up / spin down): -9.200 / -9.201 eV
orbital gap (spin up / spin down): 7.538 / 7.539 eV
total charge: 0

=====

Entry 2:
Entry from the Open Molecules 2025 dataset: a molecular structure, C10H17O5OsPS2 at a distorted geometry (wB97M-V/def2-TZVPD).

```
36
Properties=species:S:1:pos:R:3:forces:R:3:nbo_charge:R:1
Os -0.8287 -0.4479 1.6090 -1.5 0.5 -3.9 1.628
O -0.7831 -2.7432 4.5478 0.0 0.1 0.0 -0.757
S -0.9703 -1.9604 3.4094 -0.1 -2.3 2.2 2.482
O -0.5716 -2.5243 2.0701 0.2 -0.1 -0.7 -0.899
O -2.2627 -1.3035 3.1310 -0.9 0.3 -0.1 -0.862
O -0.0653 -0.6540 3.2990 1.3 0.8 1.1 -0.785
C -2.1370 -2.7837 -1.5314 -0.3 0.2 0.2 -0.792
S -1.9262 -0.9855 -1.6076 1.4 -0.9 -1.0 1.294
O -1.8184 -0.5146 -0.1365 0.0 0.3 2.1 -0.934
C -0.1728 -0.8906 -2.0700 -0.6 0.1 -0.2 -0.174
C 0.7726 -1.3574 -1.1659 0.1 -0.1 0.1 -0.290
C 2.1175 -1.2022 -1.4636 -0.2 0.0 0.1 -0.176
C 2.4970 -0.5910 -2.6514 0.1 0.1 0.0 -0.157
C 1.5452 -0.1571 -3.5604 0.0 0.0 0.1 -0.170
C 0.1934 -0.2949 -3.2689 -0.2 -0.1 0.2 -0.220
H -1.3252 -3.2771 -1.0038 0.2 0.2 0.0 0.263
H -2.1917 -3.1260 -2.5632 0.1 0.1 -0.2 0.286
H -3.0869 -3.0035 -1.0491 -0.1 0.1 0.0 0.280
H 0.4835 -1.8805 -0.2594 0.0 -0.2 0.0 0.215
H 2.8624 -1.5777 -0.7820 0.1 0.0 0.1 0.248
H 3.5477 -0.4518 -2.8553 0.1 0.0 -0.1 0.255
H 1.8470 0.3046 -4.4886 0.0 0.0 -0.1 0.258
H -0.5549 0.0517 -3.9631 -0.1 0.1 -0.1 0.252
C 0.0967 2.3786 -0.4229 -0.2 -0.4 0.1 -0.934
P -0.0400 1.7395 1.2792 1.0 1.8 -0.1 1.071
C -1.1295 2.8491 2.2178 0.0 -0.2 0.0 -0.950
C 1.6261 1.8736 1.9773 -0.2 -0.1 0.1 -0.950
H 0.4079 3.4235 -0.3862 0.0 0.0 0.2 0.289
H -0.8519 2.3203 -0.9516 -0.1 0.0 0.0 0.268
H 0.8488 1.8165 -0.9715 0.1 -0.1 0.0 0.270
H -0.7075 3.8563 2.2051 0.1 0.0 -0.1 0.291
H -1.1986 2.5158 3.2524 0.0 0.0 0.1 0.282
H -2.1311 2.8793 1.7900 0.0 0.0 -0.1 0.280
H 1.9366 2.9200 1.9801 -0.1 0.0 -0.1 0.286
H 2.3336 1.2970 1.3839 0.0 0.0 -0.1 0.272
H 1.6376 1.5009 3.0005 0.0 0.0 0.1 0.283
```
Forces are in eV/Å.

Results
highest occupied orbital energy (spin up / spin down): -16.635 / -16.668 eV
orbital gap (spin up / spin down): 8.965 / 6.137 eV
total charge: +2
2S+1: 5

=====

Entry 3:
Entry from the Open Molecules 2025 dataset: 2 unconnected molecules or ions with the total composition C10H18B2F2IN6O8P at a distorted geometry (wB97M-V/def2-TZVPD).

```
48
Properties=species:S:1:pos:R:3:forces:R:3:nbo_charge:R:1
C 4.5640 -0.6510 1.9377 0.6 -0.3 0.6 -0.260
O 3.9911 0.5961 1.6167 -0.3 -0.3 -0.3 -0.525
C 3.2278 0.5320 0.4211 0.1 0.2 -0.1 -0.069
C 1.9212 -0.2855 0.6128 0.2 -0.1 -0.7 -0.463
C 0.7149 0.2793 -0.2346 1.8 -0.4 0.8 -0.259
N -0.3365 0.6863 0.7043 -0.3 1.0 0.2 -0.652
P -0.2806 2.4225 1.1193 -0.1 1.9 -2.0 1.467
N -0.2277 3.3368 -0.1416 0.2 -1.4 0.5 -1.266
C -1.2431 -0.0945 1.2620 0.3 -0.2 -0.3 0.611
N -2.1395 0.3558 2.1455 -0.8 0.4 1.0 -0.527
C -2.9141 -0.6731 2.4992 1.9 0.9 -1.4 0.291
I -4.5027 -0.7234 3.8577 0.7 0.2 -0.5 0.341
N -2.4786 -1.7349 1.8290 -2.8 -2.1 1.1 -0.436
B -3.2347 -3.0247 2.0556 0.2 -1.6 0.3 1.095
C -2.6822 -4.0740 3.1174 -0.3 0.4 0.1 -1.035
O -4.3786 -3.2154 1.3659 0.8 0.0 -0.1 -0.834
N -1.4200 -1.4433 1.0463 0.3 1.1 0.6 -0.199
C -0.7960 -2.4050 0.2070 0.1 -0.9 -1.6 0.045
O -1.3821 -2.2893 -1.1185 -0.2 0.6 0.9 -0.416
N -0.4428 -2.8714 -2.0038 0.8 0.0 -1.0 0.351
O -0.5355 -2.4309 -3.0718 -0.3 -0.4 0.4 -0.176
H 3.8258 -1.4540 2.1156 0.0 0.3 -0.1 0.154
H 5.2875 -1.0120 1.1835 -0.3 0.3 0.0 0.174
H 5.1219 -0.5191 2.8764 -0.2 0.0 -0.3 0.201
H 2.9898 1.5660 0.1227 0.1 -0.3 0.3 0.204
H 3.8713 0.1198 -0.3792 -0.4 0.0 0.1 0.182
H 2.1462 -1.3296 0.3324 -0.3 0.2 0.3 0.203
H 1.6659 -0.2424 1.6847 0.1 -0.1 -0.3 0.217
H 0.3830 -0.4103 -1.0149 -0.3 0.3 0.2 0.229
H 1.1238 1.1645 -0.7428 -0.8 -0.1 -0.1 0.284
H -1.4106 2.7978 1.8695 0.3 -0.8 0.5 -0.020
H 0.8630 2.5666 1.9571 -0.4 -0.5 0.2 -0.066
H -0.2668 2.8023 -1.0120 0.0 0.6 -0.2 0.410
H -1.9351 -4.7605 2.6885 -0.2 0.1 0.1 0.261
H -2.2099 -3.5712 3.9777 0.0 -0.1 -0.4 0.257
H -3.5225 -4.6523 3.5367 0.4 0.0 -0.3 0.249
H -4.6870 -4.1253 1.4990 -0.3 0.3 0.0 0.514
H -0.9286 -3.4492 0.5225 -0.3 0.5 0.6 0.217
H 0.2825 -2.2516 0.0938 -0.3 0.3 0.5 0.237
B 0.8210 4.6500 -5.1307 0.6 1.2 -0.9 1.253
O -0.6505 4.5865 -4.9134 0.2 -0.6 0.4 -0.642
C -0.9101 3.5322 -4.1690 -1.3 0.8 -0.4 0.667
O -2.0052 3.1868 -3.8042 0.2 -0.2 0.2 -0.583
C 0.3870 2.8282 -3.8465 1.3 -0.4 0.1 0.688
O 0.4974 1.8225 -3.1793 -0.2 -0.2 0.4 -0.654
O 1.3811 3.4728 -4.4005 -0.5 -0.3 0.3 -0.635
F 1.3393 5.8329 -4.6033 -0.1 -0.4 0.0 -0.541
F 1.1157 4.5556 -6.4913 -0.1 -0.1 0.4 -0.542
```
Forces are in eV/Å.

Results
highest occupied orbital energy: -8.520 eV
orbital gap: 6.740 eV
total charge: 0

=====

Entry 4:
Entry from the Open Molecules 2025 dataset: a single C10H18BrFN2O2 molecule at a distorted geometry (wB97M-V/def2-TZVPD).

```
34
Properties=species:S:1:pos:R:3:forces:R:3:nbo_charge:R:1
C -0.0319 0.6066 -3.5803 -0.9 0.6 -0.6 -0.636
C -1.3055 -0.3294 -3.2798 1.0 -0.9 -0.3 -0.402
C -0.9813 -1.4681 -2.1716 -1.1 0.0 -0.3 -0.419
C -1.1241 -0.9449 -0.6622 -0.1 0.1 0.6 -0.434
C 0.1970 -1.1235 0.2382 0.1 0.1 1.1 -0.218
C 1.6258 -0.7743 -0.4764 -0.5 -2.1 -1.5 -0.272
N 2.2122 0.5015 0.1353 -0.8 -1.3 0.9 -0.540
C 0.9752 1.1327 0.7787 -0.7 0.7 -0.6 -0.245
C 0.3430 -0.1477 1.5189 -0.1 1.5 0.5 -0.297
C -0.8828 0.0363 2.5051 -2.2 -0.9 -1.2 0.400
O -2.1563 -0.0740 2.1382 7.1 -3.2 -0.7 -0.569
N -0.6774 0.3132 3.9701 1.6 2.0 -1.6 -0.712
C 0.4956 1.1630 4.1822 3.4 -3.0 2.0 0.954
O 1.5543 0.6052 4.5686 -3.7 3.0 -1.9 -0.566
F 0.5368 2.5762 4.0191 -0.8 -2.6 0.0 -0.351
H 0.1685 1.3916 -2.7686 -0.3 -1.2 -1.0 0.192
H -0.2775 1.1957 -4.5428 0.5 -0.8 1.5 0.228
H 0.9232 0.0213 -3.7970 -1.3 0.6 0.4 0.200
H -1.5305 -0.8927 -4.2607 0.3 0.9 1.4 0.209
H -2.2536 0.2618 -3.0120 1.6 -0.8 -0.2 0.225
H -1.7886 -2.2811 -2.3249 1.3 1.2 0.3 0.224
H 0.0216 -2.0011 -2.3797 -1.4 1.0 0.3 0.194
H -1.4830 0.1520 -0.5800 0.6 -1.7 -0.4 0.227
H -1.9600 -1.5606 -0.1578 1.5 1.2 -0.6 0.260
H 0.1358 -2.1751 0.7082 0.7 1.4 -1.2 0.251
H 2.2925 -1.7132 -0.4209 -0.6 1.9 0.4 0.247
H 1.6167 -0.5297 -1.5920 -0.6 -0.5 1.5 0.230
H 2.8004 0.2463 0.9448 0.4 0.4 -0.8 0.437
H 2.6684 1.0250 -0.6297 0.0 -0.1 1.0 0.441
H 0.3632 1.3785 -0.1709 0.6 0.2 2.0 0.221
H 1.2794 2.0315 1.4325 -0.6 -1.4 -1.2 0.256
H 1.2048 -0.5021 2.2061 -1.3 0.2 -1.0 0.231
H -1.5491 0.7638 4.3374 0.2 -0.2 -0.8 0.437
Br -3.4128 1.1154 3.1239 -3.7 3.8 1.9 -0.402
```
Forces are in eV/Å.

Results
highest occupied orbital energy: -5.004 eV
orbital gap: 4.181 eV
total charge: 0

=====

| no. | E (Ha) |
| --- | --- |
| 1 | -897.0414 |
| 2 | -1995.1119 |
| 3 | -2210.8533 |
| 4 | -3325.4422 |